Computed, not measured: C24H34MoN6O3SSi as an isolated structure in a non-equilibrium geometry, with ωB97M-V with the def2-TZVPD basis set.

Summary:
Charge: +2
E_HOMO (spin up / spin down): -13.54 / -13.54 eV
HOMO-LUMO gap (spin up / spin down): 4.8 / 4.7 eV
2S+1: 1

Element x y z (Å)
Mo -1.4365 -0.5155 0.4035
S -5.4767 -1.4076 1.5386
C -5.1672 0.1001 2.3471
C -3.8537 0.3755 2.4133
C -3.0690 -0.5821 1.6323
C -3.8412 -1.6485 1.2465
C -3.2747 -2.6315 0.3478
C -3.4249 -4.0340 0.2552
C -2.7759 -4.7556 -0.7432
C -2.0741 -4.0343 -1.7273
C -1.9705 -2.6594 -1.6122
N -2.4772 -1.9662 -0.5687
H -5.9590 0.5474 2.9106
H -3.3434 1.2636 2.7657
H -3.9554 -4.5692 1.0231
H -2.8663 -5.8072 -0.8582
H -1.7026 -4.4767 -2.6524
H -1.6811 -1.9818 -2.4473
N 0.4355 -1.1285 -0.4446
C 1.3777 -0.0779 -0.7684
C 1.1222 0.7302 -2.0208
C 1.0673 0.0535 -3.4228
C 1.8325 0.8495 -4.5517
N 3.1983 1.1160 -4.1343
C 4.2006 1.8471 -4.6035
N 5.2040 2.0060 -3.6943
N 4.3357 2.2933 -5.8222
C 2.8182 -0.5580 -0.8448
O 3.5747 -0.1335 -1.8326
O 3.1728 -1.3216 0.0696
H 0.8589 -1.6247 0.3092
H 0.3888 -1.7987 -1.2627
H 1.2528 0.6466 0.0824
H 1.8721 1.5428 -1.9777
H 0.1585 1.2561 -1.8322
H -0.0159 -0.0051 -3.7209
H 1.4805 -0.9550 -3.3731
H 1.3099 1.8088 -4.8536
H 1.8065 0.1944 -5.4759
H 3.4642 0.6898 -3.1858
H 5.0112 1.6550 -2.7710
H 6.0608 2.5158 -3.9017
H 3.6005 2.0514 -6.4586
H 5.0061 3.0084 -6.1088
C 1.0132 -3.0665 3.7401
Si 0.4235 -1.3457 3.3694
C -0.8776 -0.6866 4.5091
C 2.0293 -0.4098 3.3360
O -0.3296 -1.3393 1.9679
H 1.4013 -3.3622 4.7615
H 1.7655 -3.3303 3.0079
H 0.1776 -3.7474 3.6184
H -1.5885 -1.4954 4.8448
H -1.3873 0.1756 4.0555
H -0.2982 -0.3706 5.4003
H 2.7532 -1.0301 3.9262
H 1.9972 0.6423 3.7216
H 2.4414 -0.5005 2.3084
N -1.4570 1.2030 0.0237
C -1.3423 2.3221 0.7919
C -0.1959 2.6267 1.6200
C -0.2513 3.7812 2.4198
C -1.3362 4.7102 2.2077
C -2.3665 4.4641 1.2982
C -2.4202 3.2175 0.6848
H 0.6335 1.9241 1.6892
H 0.5557 3.9782 3.1474
H -1.2743 5.6534 2.7261
H -2.9826 5.2781 0.9233
H -3.3288 2.8291 0.2271

---

Computed, not measured: C24H34MoNO5P2 as an isolated structure in a non-equilibrium geometry, with ωB97M-V with the def2-TZVPD basis set.

Summary:
Charge: +1
E_HOMO (spin up / spin down): -9.62 / -9.62 eV
HOMO-LUMO gap (spin up / spin down): 4.2 / 4.1 eV
2S+1: 3

Element x y z (Å)
C -0.5209 3.7211 -2.2734
C -0.5718 2.3401 -1.9409
N 0.4424 1.8220 -1.1243
C 1.2190 2.6542 -0.4030
C 1.2311 4.0193 -0.6666
C 0.3931 4.5466 -1.6499
C -1.6196 1.4808 -2.3100
P -1.8032 -0.0817 -1.5028
Mo 0.5096 -0.3261 -0.7551
P 2.5169 0.2623 0.2729
C 2.1312 2.0436 0.6328
C 0.4719 -2.4920 -0.4680
C -0.5694 -3.0556 0.2868
C -0.6151 -4.4468 0.4490
C 0.4007 -5.2449 -0.0897
C 1.4566 -4.6748 -0.8098
C 1.4983 -3.2866 -1.0122
O -0.1284 1.7252 -7.1618
O 0.3644 -3.6759 -6.1413
H -1.2916 4.1103 -2.9424
H 1.9568 4.6229 -0.1279
H 0.4546 5.6067 -1.8981
C -3.1941 -0.0518 -0.3245
C -2.3643 -1.2627 -2.7634
H 3.0845 2.5904 0.6583
H 1.6903 2.0971 1.6429
H -1.0013 1.3308 -7.2700
H -2.4069 1.8996 -2.9452
C 2.8464 -0.4932 1.8825
C 4.1611 0.3692 -0.4982
H -1.2988 -2.3941 0.7592
H -1.4405 -4.8956 1.0041
H 0.3715 -6.3252 0.0595
H 2.2512 -5.3057 -1.2199
H 2.2984 -2.7921 -1.5714
H 1.3255 -0.8066 -2.1571
H 0.3921 -3.7101 -5.1664
H 1.0724 -3.0707 -6.3728
H 0.4125 1.0034 -6.7914
H 1.6382 0.0038 -2.0369
H -4.1388 0.2222 -0.8180
H -3.2655 -1.0596 0.1064
H -2.9717 0.6600 0.4790
H -3.2582 -0.8598 -3.2575
H -1.5713 -1.4206 -3.5038
H -2.5984 -2.2259 -2.2919
H 4.8675 0.9166 0.1414
H 4.5312 -0.6519 -0.6554
H 4.0854 0.8745 -1.4686
H 3.6238 0.0608 2.4288
H 1.9152 -0.5408 2.4652
H 3.1879 -1.5188 1.6921
O -1.9757 2.8484 3.2484
C -1.8059 1.9817 4.2428
C -2.1558 2.3406 5.5649
C -1.9543 1.4398 6.6027
C -1.4234 0.1644 6.3496
C -1.0867 -0.2071 5.0442
C -1.2579 0.6874 3.9850
C -0.8373 0.3282 2.5863
O -0.3461 -0.7983 2.3767
O -1.0074 1.2486 1.6847
H -1.5852 2.3166 2.4097
H -2.5715 3.3327 5.7299
H -2.2135 1.7368 7.6201
H -1.2705 -0.5404 7.1672
H -0.6807 -1.1928 4.8161

---

Computed, not measured: a 2-piece molecular cluster, C24H34N2O3 overall in a non-equilibrium geometry, with ωB97M-V with the def2-TZVPD basis set.

Summary:
E_HOMO: -7.98 eV
SMILES: CNC(=O)[C@H](CC(C)C)NC(C)=O.CC(C)(c1ccccc1)c1ccc(O)cc1
HOMO-LUMO gap: 8.4 eV
2S+1: 1

Element x y z (Å)
C -3.8449 1.5633 3.5958
N -2.4601 1.1113 3.4594
C -1.8688 0.3292 2.5428
O -0.6719 0.1183 2.6852
C -2.6025 -0.3331 1.3448
C -2.1697 0.3057 0.0069
C -2.5703 -0.4607 -1.2706
C -2.2669 0.3957 -2.5017
C -1.8092 -1.7801 -1.4164
N -4.0706 -0.3355 1.4031
C -4.8471 -1.3963 1.1812
C -6.3364 -1.1445 1.1991
O -4.4184 -2.5194 0.9612
H -4.5019 0.7104 3.7793
H -4.1592 2.1020 2.7003
H -3.9219 2.2385 4.4497
H -1.8156 1.4232 4.1708
H -2.2567 -1.3682 1.3495
H -2.5824 1.3144 -0.0397
H -1.0886 0.3909 0.0043
H -3.6406 -0.6638 -1.2647
H -2.8333 1.3251 -2.4530
H -2.5565 -0.1419 -3.4046
H -1.2032 0.6259 -2.5468
H -2.0757 -2.4536 -0.6018
H -2.0838 -2.2615 -2.3546
H -0.7332 -1.6056 -1.4035
H -4.5276 0.5417 1.5797
H -6.8528 -2.0904 1.0385
H -6.6239 -0.7314 2.1637
H -6.5920 -0.4519 0.3988
C 4.1537 1.8925 0.6784
C 2.9841 1.1314 0.0182
C 1.7086 1.7538 0.6260
C 2.9269 1.2859 -1.5089
C 3.9669 1.8792 -2.2548
C 3.9053 1.9551 -3.6496
C 2.7996 1.4475 -4.3327
C 1.7589 0.8543 -3.6177
C 1.8293 0.7673 -2.2239
C 3.1652 -0.3571 0.3342
C 2.3184 -1.0695 1.2071
C 2.5335 -2.4270 1.4691
C 3.5976 -3.1006 0.8763
O 3.8060 -4.4223 1.1437
C 4.4461 -2.4160 0.0091
C 4.2307 -1.0616 -0.2599
H 4.0922 2.9629 0.4589
H 4.1278 1.7642 1.7652
H 5.1212 1.5222 0.3277
H 0.8232 1.1938 0.3373
H 1.5858 2.7855 0.2824
H 1.7587 1.7624 1.7195
H 4.8474 2.2867 -1.7720
H 4.7189 2.4137 -4.2032
H 2.7525 1.5062 -5.4158
H 0.9030 0.4416 -4.1434
H 1.0284 0.2656 -1.6918
H 1.4839 -0.5885 1.7030
H 1.8714 -2.9625 2.1416
H 4.5612 -4.7453 0.6294
H 5.2765 -2.9261 -0.4656
H 4.9026 -0.5527 -0.9443

---

Computed, not measured: an isolated molecule of C24H34N6O2 in a non-equilibrium geometry, with ωB97M-V with the def2-TZVPD basis set.

Summary:
E_HOMO: -8.24 eV
SMILES: CCCCCn1c(CN2CCN(Cc3ccccc3)CC2)nc2c1c(=O)n(C)c(=O)n2C
HOMO-LUMO gap: 8.9 eV
2S+1: 1

Element x y z (Å)
C -0.2385 -4.2398 1.5698
C 1.2656 -4.4875 1.5590
C 1.9652 -3.8638 0.3513
C 1.9641 -2.3388 0.3926
C 2.6713 -1.7551 -0.8317
N 2.5956 -0.3172 -0.8399
C 1.5844 0.4702 -1.2670
C 0.3381 -0.0418 -1.9015
N -0.4796 -0.7454 -0.9208
C -1.0719 0.1346 0.0741
C -2.2801 0.9157 -0.4481
N -3.2745 -0.0083 -0.9648
C -4.4940 0.6755 -1.3568
C -5.2087 1.2381 -0.1581
C -5.7412 2.5190 -0.1726
C -6.4111 3.0137 0.9337
C -6.5480 2.2340 2.0684
C -6.0140 0.9558 2.0922
C -5.3518 0.4600 0.9847
C -2.7074 -0.8002 -2.0385
C -1.5113 -1.5874 -1.4955
N 1.8222 1.7582 -1.0710
C 3.0361 1.8066 -0.4847
C 3.5489 0.5286 -0.3199
C 4.8363 0.2859 0.2532
O 5.3773 -0.7927 0.4160
N 5.4526 1.4850 0.6262
C 6.7716 1.3986 1.2314
C 4.9634 2.7763 0.4820
O 5.6106 3.7344 0.8469
N 3.7184 2.9153 -0.0927
C 3.1463 4.2293 -0.2846
H -0.6998 -4.7608 2.4056
H -0.4595 -3.1804 1.6672
H -0.6893 -4.6030 0.6486
H 1.7070 -4.0906 2.4753
H 1.4446 -5.5650 1.5466
H 2.9988 -4.2158 0.3194
H 1.4691 -4.2007 -0.5622
H 0.9416 -1.9614 0.4018
H 2.4773 -1.9967 1.2934
H 2.2060 -2.1367 -1.7442
H 3.7289 -2.0281 -0.8189
H 0.6005 -0.7539 -2.6903
H -0.1651 0.8190 -2.3629
H -0.3076 0.8278 0.4289
H -1.3975 -0.4934 0.9085
H -2.7258 1.4819 0.3722
H -1.9581 1.6361 -1.2228
H -5.1445 -0.0628 -1.8397
H -4.2974 1.4796 -2.0901
H -5.6335 3.1341 -1.0552
H -6.8236 4.0119 0.9095
H -7.0680 2.6211 2.9324
H -6.1174 0.3441 2.9767
H -4.9279 -0.5326 0.9939
H -3.4665 -1.4996 -2.3977
H -2.3902 -0.1711 -2.8919
H -1.0741 -2.2028 -2.2849
H -1.8661 -2.2450 -0.6966
H 6.7524 1.8484 2.2236
H 7.4958 1.9361 0.6199
H 7.0347 0.3453 1.2946
H 2.9363 4.3860 -1.3423
H 3.8679 4.9611 0.0725
H 2.2151 4.3110 0.2758

---

The evaluated ΔE to the lowest compared entry with this formula, charge and spin for the records listed, in turn: 3.6457; 0.1165; 1.2505; 0.0000 eV.
The evaluated total energy for the records listed, in turn: -2244.51334; -2116.45334; -1270.19193; -1414.02115 hartree.